Record 1
Computed, not measured: a structure of composition C16H14N5O7S2Zr, with the ωB97M-V functional and the def2-TZVPD basis.

Geometry as XYZ:
```
45
Properties=species:S:1:pos:R:3:forces:R:3
Zr 0.35844 0.09670 0.28489 0.14 0.45 0.30
O -3.28466 -0.36153 -1.51692 0.24 -0.04 -0.25
C -2.14371 -0.74752 -1.03604 -0.07 -0.23 0.29
O -1.03917 -0.40511 -1.45693 -0.23 0.12 0.16
C -2.24628 -1.73488 0.11059 0.06 -0.02 0.04
O -1.18722 -1.49975 1.05237 -0.04 0.16 -0.02
C -1.64488 -0.86026 2.29061 -0.16 -0.10 -0.11
C -1.92613 0.62586 2.04451 0.00 0.20 -0.02
O -2.58843 1.27645 2.78910 -0.04 -0.08 0.02
O -1.31504 1.06509 0.94056 0.17 -0.11 -0.02
H -3.14778 0.23345 -2.27801 -0.07 0.00 0.01
H -3.21510 -1.69154 0.60277 -0.02 0.03 -0.05
H -2.09859 -2.72620 -0.32421 -0.03 -0.04 0.08
H -2.52989 -1.36815 2.66679 0.03 -0.05 0.01
H -0.82597 -0.96727 3.00168 -0.02 -0.01 0.01
O 4.83980 -1.10782 -2.78949 -0.01 -0.11 0.05
C 4.52680 0.16594 -3.06197 -0.11 0.10 -0.08
C 5.34628 0.83142 -3.97444 -0.04 0.00 0.05
C 5.07971 2.13542 -4.32208 0.02 0.04 -0.03
C 3.98898 2.81635 -3.77664 0.01 0.00 -0.01
C 3.17741 2.17198 -2.87638 0.00 -0.03 0.06
C 3.42438 0.84057 -2.49480 0.18 -0.02 -0.05
C 2.54072 0.20643 -1.52721 -0.10 0.30 -0.30
O 1.53352 0.96479 -1.05452 -0.11 -0.60 0.29
N 2.70531 -1.02514 -1.16456 0.13 -0.14 -0.13
N 1.76014 -1.55974 -0.24979 0.74 0.26 -0.19
C 2.27787 -2.57586 0.38712 -0.45 -0.10 -0.05
S 1.32729 -3.46617 1.53509 0.00 0.00 0.04
C 2.46074 -4.88323 1.58512 0.03 -0.01 0.02
C 3.86833 -4.34174 1.45235 -0.02 -0.01 0.07
S 3.89130 -3.11518 0.11441 -0.04 0.02 -0.05
H 4.15942 -1.47629 -2.19897 0.00 -0.01 0.07
H 6.18264 0.29159 -4.39618 0.00 -0.01 0.01
H 5.72649 2.63592 -5.03106 -0.01 0.00 0.00
H 3.78754 3.84024 -4.05696 0.00 0.00 0.00
H 2.33420 2.68974 -2.44305 -0.01 -0.01 0.01
H 2.20935 -5.55991 0.77023 -0.02 0.01 0.00
H 2.30935 -5.38976 2.53670 0.01 0.00 0.00
H 4.57426 -5.12880 1.19225 0.00 0.01 -0.02
H 4.19736 -3.85639 2.37015 0.01 0.00 -0.01
N 1.42849 0.40398 2.05083 -0.26 0.18 -0.43
C 1.93574 1.45656 2.36504 -0.04 -0.11 0.22
N 2.48181 2.52265 2.55661 0.13 -0.07 -0.12
C 2.67643 3.40111 3.52049 -0.01 0.06 0.16
N 2.88478 4.19958 4.32336 -0.02 -0.03 -0.04
```
Positions in Å, forces in eV/Å.

Summary:
net charge: +1
total energy: -61549.9760 eV
HOMO-LUMO gap: 7.13 eV
relative energy (zero: lowest compared OMol25 entry of this formula, charge and spin): 11.10 kcal per mole
E_LUMO: -3.917 eV

Record 2
Computed, not measured: the molecule C16H14O6, with the ωB97M-V functional and the def2-TZVPD basis.

Geometry as XYZ:
```
36
Properties=species:S:1:pos:R:3:forces:R:3
O 1.38193 2.83552 -0.72251 0.11 -0.01 0.01
C 1.19946 1.66888 -0.98442 -0.19 0.71 -0.08
O 0.16882 1.27300 -1.73526 -0.26 -0.21 -0.34
C 2.09507 0.58506 -0.52867 0.04 -0.39 0.01
C 3.33793 0.97112 -0.03125 -0.21 -0.03 -0.10
C 4.24756 0.04066 0.42498 0.10 -0.06 0.04
C 3.91192 -1.30304 0.38468 0.00 0.12 0.02
C 2.67888 -1.70887 -0.08966 -0.25 -0.19 -0.11
C 1.74620 -0.78000 -0.55388 0.28 0.25 0.02
O 0.52311 -1.09881 -1.02355 0.24 0.06 -0.02
C -0.02170 -2.38283 -0.80898 -0.26 -0.51 0.38
C -0.37292 -2.62360 0.66748 0.35 -0.02 -0.54
O -1.46123 -1.81682 1.05427 -0.10 0.34 0.27
C -1.26693 -0.46453 1.07931 -0.30 0.32 -0.05
C -0.24753 0.13162 1.81690 -0.05 -0.22 0.04
C -0.15871 1.50738 1.90707 -0.11 -0.04 -0.01
C -1.09431 2.31438 1.27932 -0.03 0.12 -0.01
C -2.10903 1.73622 0.54355 0.01 -0.08 0.08
C -2.20044 0.35111 0.42189 0.19 -0.16 0.21
C -3.23305 -0.24601 -0.45333 -0.08 -0.36 -0.33
O -3.16502 -1.30961 -1.01479 -0.01 -0.02 -0.04
O -4.29596 0.56431 -0.61683 -0.35 0.44 0.11
H -0.36674 2.04291 -1.98375 0.30 0.09 0.22
H 3.56228 2.02688 -0.01689 0.00 0.08 0.00
H 5.20709 0.35322 0.80557 0.09 0.04 0.02
H 4.61376 -2.04783 0.73013 0.05 -0.07 0.03
H 2.44937 -2.76311 -0.10641 -0.05 -0.06 0.00
H -0.95226 -2.37890 -1.38271 0.17 -0.09 0.07
H 0.63850 -3.17424 -1.18184 -0.02 0.06 0.01
H 0.50363 -2.44980 1.30478 -0.13 -0.09 -0.03
H -0.71750 -3.65127 0.79825 0.12 0.06 -0.02
H 0.47635 -0.48373 2.33096 0.04 -0.08 0.03
H 0.64501 1.95283 2.47347 0.08 0.03 0.05
H -1.01775 3.38768 1.35316 0.01 0.09 -0.02
H -2.83717 2.35066 0.03660 -0.06 0.05 -0.01
H -4.93480 0.14184 -1.21187 0.29 -0.14 0.05
```
Positions in Å, forces in eV/Å.

Summary:
SMILES string: O=C(O)c1ccccc1OCCOc1ccccc1C(=O)O
net charge: 0
total energy: -29104.5269 eV
HOMO-LUMO gap: 9.25 eV
relative energy (zero: lowest compared OMol25 entry of this formula, charge and spin): 2.03 kcal per mole
E_LUMO: 0.534 eV